This record from the Open Molecules 2025 dataset describes a structure of composition C24H35NOP2PbSi in a non-equilibrium geometry. The level of theory is ωB97M-V with the def2-TZVPD basis set.

Each line ends with the Mulliken charge.
Geometry (Å):
C  0.20  -2.77  3.90  -0.640
C  0.78  -2.08  2.83  -0.032
C  0.65  -2.60  1.49  0.357
C  0.03  -3.87  1.35  0.695
C  -0.47  -4.56  2.44  -0.784
C  -0.45  -4.00  3.73  -0.697
C  -0.30  -4.39  -0.03  -0.998
C  0.62  -3.78  -1.07  0.565
C  1.29  -2.55  -0.79  0.321
C  2.13  -1.99  -1.82  0.102
C  2.22  -2.60  -3.07  -0.673
C  1.56  -3.82  -3.31  -0.736
C  0.85  -4.43  -2.27  -0.953
H  0.26  -2.32  4.90  0.479
H  -0.88  -5.56  2.24  0.459
H  -0.94  -4.50  4.57  0.438
H  -0.34  -5.49  -0.09  0.642
H  2.79  -2.11  -3.86  0.482
H  1.59  -4.27  -4.31  0.431
H  0.45  -5.44  -2.37  0.450
N  1.08  -1.87  0.40  0.073
Pb  -0.76  0.52  -0.29  1.019
C  1.49  -0.77  3.03  -0.960
H  2.39  -0.73  2.40  0.348
H  1.75  -0.60  4.09  0.687
C  2.85  -0.70  -1.55  -1.071
H  3.31  -0.73  -0.54  0.402
H  3.63  -0.49  -2.29  0.706
P  0.36  0.55  2.43  0.544
P  1.65  0.68  -1.55  0.833
C  1.24  0.87  -3.32  -1.245
H  0.58  1.74  -3.45  0.305
H  2.17  1.01  -3.89  0.426
H  0.73  -0.04  -3.69  0.350
C  2.63  2.14  -1.10  -1.195
H  3.47  2.24  -1.81  0.458
H  1.99  3.03  -1.15  0.353
H  3.00  2.02  -0.07  0.308
C  -1.02  0.45  3.64  -1.310
H  -0.65  0.52  4.68  0.385
H  -1.73  1.27  3.45  0.406
H  -1.56  -0.50  3.50  0.353
C  1.24  2.05  2.95  -1.155
H  0.64  2.93  2.67  0.359
H  1.42  2.03  4.04  0.458
H  2.19  2.11  2.39  0.324
C  -2.23  -0.03  -2.58  0.092
O  -2.81  -0.43  -3.47  -0.174
H  -1.37  -4.19  -0.20  0.393
C  -2.58  5.23  -0.15  -1.091
Si  -2.40  3.47  -0.80  -0.053
C  -4.03  2.57  -0.62  -0.903
C  -1.91  3.52  -2.61  -0.845
C  -1.03  2.72  0.26  -1.027
H  -3.37  5.78  -0.67  0.332
H  -1.65  5.79  -0.27  0.316
H  -2.81  5.22  0.92  0.328
H  -4.83  3.14  -1.13  0.326
H  -4.03  1.56  -1.04  0.262
H  -4.33  2.48  0.44  0.328
H  -0.94  4.02  -2.75  0.314
H  -1.84  2.52  -3.07  0.221
H  -2.66  4.09  -3.18  0.374
H  -1.26  2.73  1.34  0.292
H  -0.05  3.21  0.17  0.446

Values from the calculation:
HOMO level (alpha / beta) ... -13.33 / -13.33 eV
E_LUMO (alpha / beta) ... -8.98 / -8.99 eV
Net charge ... +2
HOMO-LUMO gap (alpha / beta) ... 4.348 / 4.344 eV


This record from the Open Molecules 2025 dataset describes a structure of composition C24H36AsCa2F9O17 in a non-equilibrium geometry. The level of theory is ωB97M-V with the def2-TZVPD basis set.

Each line ends with the Mulliken charge.
Geometry (Å):
Ca  -1.35  3.48  2.25  1.563
Ca  -7.25  -0.18  3.55  1.840
As  -6.74  -3.65  8.26  1.951
F  -7.61  -5.20  8.43  -0.470
F  -5.34  -4.59  7.45  -0.518
F  -6.03  -2.07  8.01  -0.499
F  -8.25  -2.80  8.83  -0.496
F  -6.02  -3.81  9.87  -0.456
F  -7.44  -3.50  6.66  -0.507
C  -0.34  -1.60  2.22  0.010
O  0.43  -0.75  1.42  -0.373
O  -1.47  -0.80  2.44  -0.635
C  -0.45  -3.13  1.81  0.775
F  0.38  -3.82  2.62  -0.252
F  -1.69  -3.63  2.00  -0.273
F  -0.27  -3.40  0.54  -0.232
C  1.69  -1.07  0.99  -0.230
C  2.84  -0.98  2.07  -1.085
H  3.00  -1.94  2.57  0.290
H  3.66  -0.70  1.40  0.405
H  2.63  -0.22  2.81  0.270
H  1.95  -0.39  0.17  0.377
H  1.76  -2.09  0.61  0.260
H  0.22  -1.66  3.16  0.289
C  6.72  -5.99  -2.84  -1.379
C  5.22  -5.62  -3.20  0.316
C  5.02  -4.59  -4.20  -0.405
O  3.81  -4.95  -4.84  -0.301
C  3.66  -6.22  -4.60  0.669
O  2.73  -6.91  -5.01  -0.597
O  4.68  -6.66  -3.86  -0.313
H  6.78  -6.77  -2.07  0.352
H  7.21  -5.16  -2.33  0.417
H  7.46  -6.18  -3.62  0.350
H  4.49  -5.66  -2.39  0.300
H  5.80  -4.39  -4.93  0.314
H  4.78  -3.73  -3.57  0.277
C  4.97  6.02  -4.87  -1.220
C  5.41  6.37  -3.32  0.254
C  5.10  7.80  -2.92  -0.360
O  4.37  7.63  -1.78  -0.320
C  4.08  6.31  -1.53  0.694
O  3.44  5.79  -0.60  -0.627
O  4.72  5.55  -2.41  -0.324
H  5.46  5.10  -5.19  0.338
H  5.42  6.75  -5.53  0.374
H  3.88  5.92  -4.82  0.340
H  6.47  6.23  -3.12  0.309
H  4.60  8.31  -3.74  0.261
H  5.94  8.43  -2.65  0.279
C  -3.81  6.26  -7.47  -1.349
C  -4.03  5.37  -6.26  0.613
C  -3.81  3.96  -6.55  -0.504
O  -3.15  3.45  -5.36  -0.340
C  -2.59  4.41  -4.71  0.637
O  -2.05  4.27  -3.70  -0.518
O  -3.10  5.60  -5.27  -0.380
H  -3.00  5.90  -8.11  0.327
H  -3.69  7.28  -7.12  0.325
H  -4.64  6.18  -8.17  0.399
H  -5.08  5.55  -6.06  0.188
H  -3.13  3.80  -7.38  0.314
H  -4.78  3.47  -6.59  0.288
C  -4.26  -4.30  -5.22  -1.434
C  -5.55  -4.63  -4.52  0.508
C  -5.39  -5.89  -3.60  -0.394
O  -5.88  -5.39  -2.37  -0.338
C  -6.27  -4.15  -2.46  0.757
O  -6.80  -3.59  -1.54  -0.657
O  -5.94  -3.63  -3.59  -0.354
H  -4.43  -3.34  -5.71  0.382
H  -4.04  -5.08  -5.95  0.357
H  -3.45  -3.89  -4.62  0.365
H  -6.35  -4.65  -5.25  0.271
H  -4.38  -6.23  -3.40  0.268
H  -5.94  -6.80  -3.83  0.270
C  1.67  1.03  11.16  -1.366
C  1.45  2.49  10.65  0.305
C  2.73  3.28  10.68  -0.378
O  2.67  3.72  9.41  -0.297
C  1.85  3.16  8.65  0.701
O  1.73  3.35  7.50  -0.590
O  1.05  2.35  9.36  -0.353
H  1.73  0.98  12.25  0.371
H  2.52  0.61  10.61  0.355
H  0.80  0.47  10.83  0.347
H  0.58  2.93  11.14  0.321
H  3.65  2.75  10.94  0.294
H  2.58  4.07  11.43  0.287

Values from the calculation:
HOMO level ... -12.76 eV
E_LUMO ... -10.37 eV
Net charge ... +2
HOMO-LUMO gap ... 2.389 eV


This record from the Open Molecules 2025 dataset describes a structure of composition C24H36BN5O9Pb in a non-equilibrium geometry. The level of theory is ωB97M-V with the def2-TZVPD basis set.

Each line ends with the Mulliken charge.
Geometry (Å):
Pb  -0.48  -8.34  33.85  1.468
O  5.68  -5.12  38.09  -0.610
C  5.43  -5.43  36.98  0.585
O  4.24  -5.33  36.38  -0.590
B  4.39  -5.73  34.97  1.550
O  5.74  -6.32  34.85  -0.604
C  6.41  -6.07  35.96  0.529
O  7.56  -6.32  36.16  -0.594
O  4.12  -4.62  34.04  -0.457
C  3.15  -4.94  33.23  0.469
O  2.64  -4.25  32.39  -0.600
C  2.66  -6.35  33.61  0.453
O  3.38  -6.75  34.63  -0.700
O  1.74  -6.94  33.13  -0.584
O  -1.14  -10.56  33.89  -0.847
H  -1.54  -11.27  34.37  0.080
C  -5.69  -8.93  37.10  -1.331
C  -5.27  -10.07  36.18  -0.216
C  -3.79  -10.47  36.24  -0.258
C  -2.89  -9.33  36.22  0.253
N  -2.21  -8.40  36.23  -0.442
H  -5.17  -8.02  36.78  0.345
H  -5.39  -9.07  38.14  0.308
H  -6.77  -8.83  37.04  0.395
H  -5.52  -9.79  35.15  0.041
H  -5.86  -10.97  36.35  0.381
H  -3.55  -11.23  35.50  0.172
H  -3.60  -10.96  37.20  0.430
C  1.52  -5.56  29.24  -0.887
C  0.13  -5.04  28.85  -0.582
C  -0.70  -4.61  30.07  -0.298
C  -0.84  -5.68  31.07  -0.029
N  -0.97  -6.52  31.83  -0.147
H  2.13  -5.68  28.35  0.364
H  1.42  -6.51  29.77  0.257
H  2.03  -4.88  29.92  0.172
H  -0.37  -5.81  28.26  0.300
H  0.26  -4.17  28.20  0.337
H  -1.66  -4.19  29.82  0.395
H  -0.10  -3.84  30.56  0.151
C  1.62  -3.26  36.19  -0.675
C  0.23  -2.65  36.07  -0.710
C  -0.64  -3.30  34.98  -0.420
C  -0.74  -4.76  35.00  0.089
N  -0.77  -5.91  35.05  -0.161
H  2.12  -3.14  35.23  0.140
H  1.62  -4.33  36.40  0.152
H  2.20  -2.76  36.96  0.396
H  0.25  -1.59  35.85  0.351
H  -0.33  -2.75  37.01  0.324
H  -0.23  -3.05  33.99  0.160
H  -1.63  -2.85  34.96  0.422
C  -5.19  -9.57  30.15  -1.156
C  -4.26  -10.64  30.70  -0.584
C  -4.00  -10.58  32.21  -0.171
C  -3.54  -9.30  32.71  0.477
N  -3.18  -8.29  33.13  -0.586
H  -4.92  -8.56  30.46  0.323
H  -6.20  -9.71  30.54  0.296
H  -5.30  -9.66  29.08  0.349
H  -3.28  -10.54  30.22  0.309
H  -4.62  -11.63  30.42  0.354
H  -3.23  -11.30  32.52  0.211
H  -4.91  -10.82  32.76  0.297
C  4.17  -10.81  36.36  -1.394
C  4.53  -9.34  36.57  -0.053
C  3.40  -8.55  37.23  -0.189
C  2.14  -8.55  36.49  0.160
N  1.14  -8.56  35.93  -0.360
H  4.91  -11.33  35.76  0.390
H  3.22  -10.91  35.83  0.330
H  4.02  -11.33  37.31  0.346
H  4.84  -8.92  35.61  0.115
H  5.40  -9.28  37.22  0.413
H  3.64  -7.49  37.36  -0.133
H  3.18  -8.92  38.23  0.529

Values from the calculation:
HOMO level ... -9.06 eV
Energy relative to the best compared isomer or geometry (same formula, charge and spin) ... 21.1 kJ/mol
E_LUMO ... 0.33 eV
HOMO-LUMO gap ... 9.393 eV